# 1
23
Properties=species:S:1:pos:R:3:forces:R:3 method="wB97M-V/def2-TZVPD" homo_ev=-4.0 multiplicity=1 fmax_ev_per_a=4.34 charge=-1 homo_lumo_gap_ev=6.26 e_lumo_ha=0.0829 e_tot_ha=-2329.20437
Tl 13.750658 8.603246 2.321755 -2.7 0.9 0.3
Cl 8.425084 11.504386 2.272673 -0.1 0.8 0.0
C 8.476146 9.807685 2.325519 2.4 -1.6 0.1
C 7.336785 9.050601 2.337118 -0.2 0.3 0.2
C 7.365572 7.702317 2.375294 1.2 -1.5 -0.2
Cl 5.874877 6.835742 2.385484 -0.7 -0.4 0.0
C 8.605545 6.954977 2.343678 -1.6 1.8 0.5
C 8.664928 5.579748 2.368150 -0.1 -1.4 -0.2
C 9.889254 4.967919 2.342188 -0.1 -0.7 -0.2
C 11.030895 5.759376 2.335188 0.9 0.3 -0.1
N 10.998876 7.090714 2.328614 1.0 -1.1 0.2
C 9.813748 7.692323 2.349662 -0.9 0.5 -0.1
C 9.782655 9.162776 2.350619 0.7 1.8 -0.4
O 10.865863 9.829154 2.322970 -0.8 -0.7 0.1
H 6.401000 9.547918 2.350543 -0.8 0.4 -0.1
H 7.759222 4.973893 2.372835 0.2 0.3 0.0
H 9.979824 3.877389 2.254781 0.0 0.5 0.3
H 12.020046 5.250187 2.322549 -0.6 0.6 0.0
O 17.344124 9.073040 3.383937 -0.3 0.0 3.8
Cl 17.219747 8.184419 2.307527 2.9 -0.6 0.8
O 17.740143 8.959063 1.280334 0.9 0.3 -4.2
O 17.901548 6.907178 2.449290 -0.7 1.1 0.2
O 15.826469 7.927288 2.100931 -0.6 -1.6 -0.8

***

# 2
152
Properties=species:S:1:pos:R:3:forces:R:3 method="wB97M-V/def2-TZVPD" homo_ev=-8.0 de_lowest_kj_mol=0.0 multiplicity=1 fmax_ev_per_a=3.61 charge=0 homo_lumo_gap_ev=8.42 e_lumo_ha=0.0152 e_tot_ha=-5684.71327 smiles="CCOC(=O)C(F)(F)F.CCOC(=O)C(F)(F)F.CCOC(=O)C(F)(F)F.CCOC(=O)C(F)(F)F.CCOC(=O)C(F)(F)F.CCOC(=O)C(F)(F)F.CCOC(=O)C(F)(F)F.CCOC(=O)C(F)(F)F.c1cc[nH]c1.c1cc[nH]c1.c1cc[nH]c1.c1cc[nH]c1"
C 18.873038 9.739303 16.303652 -0.3 0.0 -0.2
C 18.473634 10.281391 14.962833 0.4 1.7 -0.1
O 17.732533 11.577795 15.103440 -0.2 -1.9 -0.2
C 18.383734 12.689235 15.053810 -0.1 0.5 -0.2
O 19.537479 12.939063 15.198230 1.0 -0.4 0.0
C 17.419541 13.805035 14.711627 -2.1 2.1 -0.5
F 16.235533 13.710431 15.370821 1.0 -0.3 -0.1
F 17.964878 14.995093 15.022319 -0.1 -0.5 0.0
F 17.062937 13.901055 13.387456 0.8 -0.7 0.9
H 19.398146 10.434222 16.940365 0.4 0.3 -0.1
H 19.434574 8.815605 16.202117 0.1 -0.1 -0.1
H 17.946213 9.533110 16.785942 -0.6 -0.4 0.8
H 17.716310 9.671199 14.487592 0.2 -0.2 -0.2
H 19.322151 10.540014 14.313412 -0.3 -0.5 0.1
C 17.738571 17.758988 13.202344 -2.1 1.5 -0.7
C 16.676222 17.132042 12.273849 1.7 -0.2 0.4
O 15.865687 18.237709 11.775325 0.0 -0.9 0.3
C 15.033571 17.905973 10.798070 0.1 2.2 0.4
O 14.711716 16.857028 10.392746 0.0 -2.5 -0.5
C 14.349336 19.140630 10.188980 -1.3 0.1 1.4
F 14.805082 20.282778 10.686466 0.3 0.4 -0.3
F 14.361323 19.148442 8.881764 0.6 0.1 -0.9
F 13.038981 19.057860 10.544509 0.1 0.0 0.1
H 18.204527 18.590613 12.669508 0.2 -0.1 0.0
H 18.485519 17.071982 13.529382 0.2 -0.6 0.4
H 17.135502 18.243741 14.000168 0.8 -0.5 0.1
H 16.166576 16.334143 12.852400 -0.4 0.7 -0.9
H 17.192639 16.730758 11.393321 -0.4 -0.3 0.2
C 15.091723 20.158746 20.455429 -0.2 -0.5 0.6
C 16.114044 21.249928 20.596658 -0.6 1.1 -1.1
O 15.430496 22.540833 20.931036 -0.6 0.0 1.4
C 15.063769 22.719850 22.218598 1.2 -1.9 -0.9
O 15.341675 22.004786 23.142502 -0.1 0.0 -0.3
C 14.317625 23.993837 22.494476 0.3 3.1 0.4
F 15.247577 25.027440 22.537269 -0.6 -1.0 -0.1
F 13.438086 24.376605 21.534377 0.2 -0.8 1.2
F 13.774582 23.983935 23.740043 -0.1 -0.2 -1.7
H 14.293438 20.511147 19.790034 0.0 0.0 0.5
H 14.756845 19.883287 21.460889 -0.4 0.0 -0.4
H 15.449272 19.237394 19.967869 0.5 0.5 0.2
H 16.439865 21.490485 19.593876 0.6 0.1 -0.1
H 16.949745 21.124541 21.263225 0.0 -0.3 0.3
C 11.042932 12.697944 18.399371 -1.2 0.7 0.0
C 12.532635 12.881066 18.098821 -2.0 -1.0 -0.6
O 12.760564 12.128995 16.852072 0.8 0.5 0.4
C 13.159774 10.877586 16.928085 -0.6 0.7 -1.3
O 13.161397 10.148119 17.859742 0.3 -0.5 1.2
C 13.541270 10.412771 15.497053 -1.0 -1.4 -0.1
F 12.457704 10.470561 14.669616 0.7 0.1 0.6
F 14.518495 11.106875 14.963434 0.4 0.4 -0.2
F 13.917769 9.115237 15.560923 0.0 0.6 -0.2
H 10.367608 13.114228 17.635768 0.6 0.1 -0.1
H 10.702314 13.223709 19.318189 0.6 -0.5 -0.2
H 10.739138 11.643321 18.427562 0.5 0.1 0.4
H 13.048296 12.424330 18.935979 0.8 0.3 -0.2
H 12.784719 13.896379 17.809616 0.3 0.0 0.5
C 21.588416 21.247120 21.108308 -0.8 0.4 1.0
C 20.591623 20.387191 20.281769 1.9 0.2 2.5
O 20.552709 19.046166 20.910809 0.9 0.4 -1.3
C 19.488559 18.713611 21.577699 -0.9 0.9 1.1
O 18.564281 19.437824 21.864073 0.3 -1.0 -0.1
C 19.672092 17.242907 22.038835 -1.2 -0.3 -1.4
F 18.679597 16.763855 22.766266 -0.6 0.2 -0.1
F 19.750280 16.490102 20.892337 0.0 0.1 0.5
F 20.754815 17.068727 22.727180 1.6 0.0 0.6
H 21.259176 21.275332 22.184599 0.2 -0.3 -1.0
H 21.615210 22.317566 20.852947 -0.4 -0.4 -0.5
H 22.620473 20.939884 21.088322 0.3 -0.5 -0.2
H 20.851027 20.256409 19.267958 0.2 -0.3 -1.0
H 19.655348 20.818854 20.437539 -1.7 0.5 -0.3
C 12.110303 9.631235 21.929230 -2.5 -2.0 -0.2
C 13.431020 10.080942 21.698993 1.8 2.2 -1.0
O 13.235018 11.568028 21.847108 0.7 -0.6 -0.3
C 14.328040 12.155735 22.202386 3.3 -0.7 1.2
O 15.431312 11.682882 22.496940 -2.3 -0.3 -0.8
C 14.294363 13.648259 22.283809 -1.1 1.6 -0.2
F 13.958300 14.147332 21.055690 0.6 -0.1 0.5
F 13.369144 14.149132 23.138627 0.3 -0.5 -0.2
F 15.481946 14.072230 22.675223 -0.3 0.7 -0.4
H 11.884496 9.910723 22.919581 -0.7 0.0 1.4
H 12.038872 8.537893 21.832322 -0.2 0.3 0.0
H 11.363088 10.131813 21.300871 0.3 -0.3 -0.2
H 13.807699 9.940181 20.696861 0.1 0.0 -0.4
H 14.210916 9.818952 22.394706 -0.1 -0.4 0.4
C 13.641109 16.946178 19.783379 -0.8 -0.3 -0.1
C 14.741293 16.494794 18.911465 0.8 -0.3 0.7
O 14.238897 15.990670 17.673666 0.2 -0.1 -0.5
C 14.095791 16.891014 16.725602 0.5 2.8 1.6
O 14.124385 18.110358 16.849725 0.1 -2.1 -0.1
C 13.927822 16.245270 15.409244 -0.8 -0.9 -0.9
F 13.235499 15.109616 15.552170 -0.4 -0.2 -0.3
F 13.258643 17.070912 14.615344 0.2 -0.2 -0.5
F 15.099235 15.899323 14.873330 0.1 0.6 -0.2
H 12.948953 16.093410 19.899713 0.3 0.6 0.6
H 13.111680 17.738506 19.301505 -0.5 0.5 -0.5
H 13.990116 17.414117 20.690784 0.1 -0.5 0.6
H 15.284645 15.669977 19.351961 0.1 -0.3 0.0
H 15.450860 17.270008 18.716331 0.3 0.5 -0.3
C 21.752639 16.458272 15.872658 0.1 -0.8 0.0
C 21.262247 16.384825 17.317717 1.0 -0.1 -1.9
O 19.860574 16.585913 17.281215 -0.9 -0.1 0.7
C 19.493158 17.839258 17.311128 1.2 0.7 0.8
O 20.243018 18.787600 17.285762 -0.9 -0.3 0.0
C 17.990948 17.954635 17.527229 -0.1 0.8 0.6
F 17.576841 19.114361 17.059212 -0.2 0.9 0.2
F 17.340413 17.035846 16.880843 -0.8 -1.5 -0.6
F 17.656416 17.858569 18.851993 0.6 0.2 -0.7
H 22.792394 16.086223 15.867888 -0.3 0.4 -0.3
H 21.656436 17.455987 15.468527 0.3 0.2 -0.1
H 21.132682 15.769810 15.252222 0.5 0.4 0.4
H 21.789321 17.096540 17.955205 -0.4 -0.2 0.2
H 21.406863 15.360604 17.566299 -0.1 -0.6 1.0
C 16.483087 12.421591 18.120968 0.5 0.5 -0.7
C 17.299197 13.602594 18.369208 -2.3 -0.5 -1.2
C 17.816731 13.413977 19.577270 1.1 -0.5 2.1
N 17.500630 12.167055 20.060759 0.5 0.2 -0.2
C 16.745269 11.540890 19.136656 -1.3 -0.3 -0.4
H 15.787693 12.330615 17.291831 0.4 -0.3 0.2
H 17.260702 14.536230 17.826912 0.2 -0.1 -0.1
H 18.318818 14.072056 20.228040 0.8 0.7 0.4
H 17.846295 11.709452 20.886989 0.0 0.4 0.1
H 16.350700 10.558551 19.341449 0.0 0.0 -0.1
C 14.513563 21.449990 17.253725 -1.0 -0.3 0.4
C 14.591723 22.748554 17.806977 1.3 0.1 -0.5
C 13.359444 23.219340 18.099041 -0.4 -0.2 0.4
N 12.465627 22.213137 17.815507 1.0 0.1 -0.1
C 13.161547 21.138077 17.333627 1.0 0.4 -0.1
H 15.380352 20.863817 16.916684 -0.9 0.1 0.1
H 15.543329 23.211363 17.965870 0.1 0.7 0.0
H 13.051091 24.153900 18.513672 -0.1 0.2 0.2
H 11.567903 22.133848 18.237611 -0.5 0.1 -0.1
H 12.623255 20.275836 17.097269 -0.5 -1.3 -0.4
C 10.396147 16.541515 18.673602 -0.1 -1.1 0.7
C 10.668563 17.649941 17.876574 0.6 1.9 -0.6
C 9.535393 18.425249 17.712892 -0.3 -0.3 0.3
N 8.565010 17.771145 18.442244 -1.2 -0.4 0.2
C 9.051305 16.631902 18.994006 0.3 -1.2 1.0
H 11.136725 15.776115 18.982304 -0.9 0.6 -0.3
H 11.629129 18.043252 17.584688 0.2 -0.4 -0.3
H 9.355841 19.339134 17.125827 0.1 -0.7 0.6
H 7.567817 17.904902 18.582117 0.5 0.8 -0.6
H 8.403677 15.965389 19.625861 0.8 0.9 -0.9
C 12.693732 19.318953 23.082079 -1.1 -0.6 -0.5
C 12.356917 20.466373 22.343792 -0.4 -0.3 -0.3
C 11.581781 20.031581 21.292596 0.3 2.8 -0.6
N 11.484971 18.725889 21.301042 -1.2 -2.4 0.3
C 12.060306 18.247878 22.461276 1.3 -1.1 -0.1
H 13.233719 19.302794 23.999433 0.4 -0.2 0.3
H 12.687012 21.453499 22.543872 -0.1 0.6 0.1
H 11.061482 20.543184 20.501276 0.2 0.4 0.0
H 10.874091 18.274115 20.603603 0.7 -0.2 0.9
H 12.227113 17.169617 22.635341 -0.5 0.8 -0.1

***

# 3
11
Properties=species:S:1:pos:R:3:forces:R:3 method="wB97M-V/def2-TZVPD" homo_ev=-9.0 de_lowest_kj_mol=111.8 multiplicity=1 fmax_ev_per_a=2.74 charge=0 homo_lumo_gap_ev=8.22 e_lumo_ha=-0.0297 e_tot_ha=-2292.99786
Cl 1.588074 1.558329 -0.076115 0.2 1.3 -0.4
C 1.517599 0.098052 0.733714 -0.9 -2.2 -1.1
C 1.401050 -1.068859 0.061359 1.4 -0.7 2.2
Cl 1.579486 -1.043496 -1.636798 0.1 -0.7 -0.4
H 1.321130 0.169562 1.765821 0.2 -0.1 1.1
H 1.448063 -2.106195 0.617521 -0.4 2.3 -1.4
S -2.162492 2.125660 -0.873313 0.2 -2.0 1.8
C -1.957773 0.730197 0.055466 -0.1 2.0 -1.7
S -1.606603 -0.817488 -0.646263 -0.3 -0.1 0.3
Cl -1.987804 0.667371 1.795543 -0.2 0.1 -0.4
H -1.140733 -0.313129 -1.796930 -0.2 0.0 0.0

***

# 4
69
Properties=species:S:1:pos:R:3:forces:R:3 method="wB97M-V/def2-TZVPD" homo_ev="-16.7 / -16.7" de_lowest_kj_mol=0.0 multiplicity=4 fmax_ev_per_a=2.14 charge=+3 homo_lumo_gap_ev="7.00 / 7.31" e_lumo_ha="-0.3568 / -0.3458" e_tot_ha=-2882.93287
Nd 0.353351 0.239835 0.138370 -0.2 1.1 1.3
P 2.021791 -0.203638 -2.133965 1.0 -0.7 -1.2
P -1.059866 2.086411 -1.770701 -0.8 0.9 -1.0
P 0.656277 -0.903747 2.963125 0.2 -0.4 1.8
H -4.749190 0.432020 -0.203413 -0.5 -0.2 0.7
C -4.495292 0.254813 0.852057 0.9 -0.1 -0.1
C -4.285322 1.262752 1.704538 -0.2 -0.2 0.0
H -4.623084 2.277276 1.472934 0.4 -0.2 0.0
C 1.300453 -1.410023 -3.322466 -0.2 0.1 -0.2
C 2.829105 1.069027 -3.154625 -0.1 0.9 0.2
C 3.431220 -1.184899 -1.511788 0.1 0.1 0.6
C -2.598293 2.945386 -1.284958 -0.4 -0.1 0.6
C -0.089510 3.565718 -2.282131 0.5 -0.2 0.2
C -1.573126 1.457817 -3.413360 0.3 -0.5 0.1
C -0.574082 -0.404201 4.234373 -0.9 0.4 -0.2
C 2.095584 -0.427287 4.020406 0.8 0.1 -0.5
C 0.639811 -2.747234 2.967045 0.1 0.2 -0.2
H -4.297168 -0.787526 1.156738 -0.1 0.6 -0.3
H -3.860726 1.081537 2.698738 -0.5 0.1 -0.2
H 1.920652 -2.312766 -3.340028 -0.1 0.2 0.0
H 1.181867 -1.038885 -4.357994 0.1 0.0 0.6
H 0.319982 -1.682949 -2.936294 0.0 -0.1 -0.4
H 3.760802 0.703259 -3.606280 -0.3 -0.1 0.1
H 3.078954 1.946843 -2.526736 0.0 -0.4 -0.3
H 2.146584 1.422710 -3.943060 0.2 -0.2 0.2
H 4.091574 -1.481881 -2.335997 -0.2 0.1 0.2
H 3.070146 -2.089588 -1.006347 0.1 0.1 -0.1
H 3.998739 -0.598982 -0.780137 0.1 -0.1 -0.2
H -3.220015 3.145721 -2.172057 0.3 0.0 0.3
H -2.321330 3.902358 -0.820607 -0.3 -0.3 0.0
H -3.180056 2.345832 -0.568898 0.1 0.3 -0.2
H -0.489475 3.959226 -3.228473 0.1 -0.1 0.3
H 0.968592 3.312064 -2.416997 -0.2 0.2 -0.1
H -0.167615 4.345617 -1.511704 0.1 -0.2 -0.2
H -2.019626 2.264159 -4.014876 0.2 -0.3 0.2
H -2.311270 0.658456 -3.273992 0.1 0.1 -0.2
H -0.686591 1.057979 -3.919249 -0.3 0.0 -0.2
H -0.812552 -1.206564 4.962603 0.1 0.3 -0.6
H -1.486279 -0.063381 3.709935 0.1 -0.2 0.6
H -0.159053 0.447568 4.810178 -0.4 -0.5 -0.4
H 2.293216 -1.149287 4.845238 -0.1 0.3 -0.7
H 1.865590 0.543690 4.489189 0.1 -0.4 -0.3
H 2.986558 -0.287002 3.378821 -0.1 -0.3 0.6
H 0.590835 -3.187087 3.971844 0.1 0.3 -0.2
H 1.564064 -3.063552 2.476969 0.0 -0.2 0.1
H -0.195918 -3.139083 2.381979 0.2 0.1 0.1
C -1.218064 -3.149206 -0.506790 -0.2 -1.3 0.1
C -0.965962 -3.821769 -1.710679 0.2 0.6 0.8
C -1.144377 -5.190697 -1.739268 -0.5 -0.7 -0.1
C -1.715576 -5.842781 -0.634705 -0.1 -0.3 -0.1
C -2.015423 -5.142329 0.538030 -0.1 -0.3 -0.2
C -1.780217 -3.774644 0.603951 0.3 0.6 -0.3
O -0.781667 -1.801684 -0.318425 0.1 1.4 -1.6
H -0.759919 -1.373638 -1.222983 -0.6 -1.2 0.5
H -0.653363 -3.310716 -2.612025 0.2 0.0 0.1
H -0.852783 -5.746172 -2.649220 -0.5 0.3 0.6
H -1.994947 -6.901781 -0.723103 0.4 0.5 0.2
H -2.427816 -5.652829 1.414290 0.0 0.2 -0.5
H -2.046011 -3.186374 1.489848 0.1 -0.3 -0.4
C 0.950668 4.619999 1.719489 0.0 -0.2 0.0
S 2.005017 3.608089 0.660830 -0.3 -0.1 0.6
C 3.323054 3.212117 1.820768 0.0 0.2 0.4
O 1.186215 2.266860 0.586971 0.3 -0.2 0.1
H 1.351387 5.632743 1.789793 0.1 -0.1 -0.1
H 0.895632 4.158418 2.713188 0.0 0.1 -0.3
H -0.034678 4.651374 1.246799 0.2 0.0 0.0
H 2.945996 3.241632 2.854687 0.1 -0.1 -0.4
H 3.677362 2.214921 1.560309 0.0 0.1 0.0
H 4.145161 3.929955 1.720296 -0.2 -0.1 -0.1

***

# 5
15
Properties=species:S:1:pos:R:3:forces:R:3 method="wB97M-V/def2-TZVPD" homo_ev=-8.9 de_lowest_kj_mol=123.6 multiplicity=1 fmax_ev_per_a=2.87 charge=0 homo_lumo_gap_ev=8.53 e_lumo_ha=-0.0123 e_tot_ha=-1405.87641
C 0.738003 1.587860 0.362435 -0.6 -1.1 -1.1
C -0.765804 1.711321 0.438667 -0.2 0.1 0.6
S -1.501296 3.153404 0.766917 0.3 -1.4 -0.4
S -1.693535 0.199300 0.312278 -0.6 0.7 0.2
C -0.471189 -1.015814 -0.111819 1.4 -0.5 -2.1
C 0.065326 -1.936113 0.935706 -0.7 -1.3 -1.4
N 0.053848 -1.133429 -1.287243 -1.4 0.3 0.6
S -0.608094 -0.226565 -2.607725 1.4 -0.5 0.1
H 1.009879 1.283533 -0.696860 -0.1 0.5 1.3
H 1.144764 0.843572 1.073279 -0.3 0.3 -0.4
H 1.045578 2.562503 0.626656 1.0 0.9 0.0
H -0.744074 -2.538100 1.386980 0.4 0.0 -0.4
H 0.380736 -1.303390 1.677008 1.2 1.3 2.3
H 0.911003 -2.539441 0.528734 -0.9 0.4 0.4
H 0.434856 -0.648642 -3.405014 -0.9 0.4 0.3

***

# 6
16
Properties=species:S:1:pos:R:3:forces:R:3 method="wB97M-V/def2-TZVPD" homo_ev=-9.3 de_lowest_kj_mol=104.2 multiplicity=1 fmax_ev_per_a=0.42 charge=0 homo_lumo_gap_ev=10.23 e_lumo_ha=0.0342 e_tot_ha=-325.89786 smiles="C[C@H]1CN(C)C1=O"
C 1.924595 -0.424786 0.473893 0.1 0.0 0.0
C 1.086141 0.594915 -0.298081 0.2 0.0 0.1
C 0.001256 -0.065414 -1.184046 0.1 -0.1 -0.2
N -1.007984 0.408018 -0.229234 0.0 0.0 0.2
C -2.195180 -0.284240 0.218853 -0.3 -0.1 0.1
C -0.096841 1.055391 0.574763 -0.2 0.1 0.1
O -0.247575 1.644304 1.617032 0.2 -0.2 -0.3
H 1.271781 -1.097915 1.044296 0.1 0.1 -0.1
H 2.597417 0.070968 1.177571 -0.1 0.0 0.0
H 2.529901 -1.039546 -0.201337 -0.1 0.1 0.0
H 1.700301 1.377198 -0.755852 -0.2 -0.2 0.1
H -0.113550 0.362224 -2.187688 0.0 -0.1 0.2
H 0.076709 -1.158048 -1.257553 0.0 0.2 0.1
H -1.988044 -0.892560 1.112745 0.0 0.1 -0.2
H -3.012038 0.403478 0.469332 0.2 -0.1 -0.1
H -2.526883 -0.953984 -0.574694 -0.1 0.1 0.0